Record 1
Below is an isolated molecule of C5H11N3O3 at a distorted geometry, with properties calculated with ωB97M-V/def2-TZVPD.

Total charge: 0
Strongest force on any atom: 0.08277 hartree/bohr
Energy relative to the best compared isomer or geometry (same formula, charge and spin): 330.4 kJ/mol
Calculated total energy: -586.97596 Ha

Last column: Löwdin charge in e.
Atoms and positions in Å:
C 0.05 1.11 -1.58  -0.4318
C -0.44 -0.46 1.58  -0.1057
C 1.12 -0.34 1.40  -0.2102
C -1.16 0.46 0.51  -0.3201
C -0.82 0.20 -0.86  -0.2446
N 1.53 -0.87 0.11  -0.0813
N 1.38 -2.18 -0.14  -0.0279
N -1.16 1.90 0.92  0.0601
O 0.39 0.59 -2.84  0.0934
O 0.33 2.26 -1.26  0.0641
O -1.35 -0.87 -1.42  0.1066
H -0.80 -1.47 1.43  0.0980
H -0.73 -0.04 2.51  0.0903
H 1.34 0.75 1.28  0.1155
H 1.67 -0.91 2.18  0.1131
H -2.16 0.28 0.66  0.1062
H 1.14 -3.06 0.49  0.1597
H 1.49 -2.39 -1.14  0.0916
H -0.56 2.00 1.75  0.0655
H 0.75 1.26 -3.34  0.0625
H -0.82 2.50 0.16  0.0475
H -1.20 -0.70 -2.40  0.1475

Record 2
Below is an isolated molecule of C5H11N3O3Si at a distorted geometry, with properties calculated with ωB97M-V/def2-TZVPD.

Total charge: 0
Strongest force on any atom: 0.08272 hartree/bohr
Structure (SMILES): CO[Si](OC)(OC)n1cncn1
Energy relative to the best compared isomer or geometry (same formula, charge and spin): 50.5 kJ/mol
Calculated total energy: -876.68799 Ha

Last column: Löwdin charge in e.
Atoms and positions in Å:
C -2.79 0.13 -1.15  -0.0738
O -1.56 0.78 -0.82  -0.2194
Si -0.33 0.48 0.18  0.2617
O 0.54 1.83 0.42  -0.1799
C 0.87 2.91 -0.45  -0.0811
O -0.85 -0.10 1.60  -0.1663
C -0.11 -0.44 2.73  -0.1117
N 0.68 -0.96 -0.43  -0.0884
C 1.89 -1.35 -0.09  -0.2143
N 2.23 -2.45 -0.75  0.0609
C 1.21 -2.65 -1.55  -0.2739
N 0.23 -1.77 -1.42  0.0475
H -3.52 0.84 -0.61  0.1198
H -2.55 -0.93 -0.80  0.1063
H -2.75 0.27 -2.20  0.0722
H -0.10 3.32 -0.86  0.1108
H 1.49 2.51 -1.15  0.0431
H 1.41 3.65 0.20  0.1077
H -0.26 0.25 3.45  0.0485
H 0.92 -0.53 2.45  0.0599
H -0.46 -1.48 3.11  0.1293
H 2.61 -0.83 0.48  0.1109
H 1.18 -3.48 -2.34  0.1304

Record 3
Below is a cluster of 2 separate species, C5H11N3S in total at a distorted geometry, with properties calculated with ωB97M-V/def2-TZVPD.

Total charge: 0
Strongest force on any atom: 0.08454 hartree/bohr
Structure (SMILES): C/C=N/NC.CN=C=S
Energy relative to the best compared isomer or geometry (same formula, charge and spin): 296.7 kJ/mol
Calculated total energy: -759.43756 Ha

Last column: Löwdin charge in e.
Atoms and positions in Å:
C 1.41 1.39 1.04  -0.1113
C 1.28 0.92 -0.33  -0.3203
N 0.16 0.58 -0.86  -0.0257
N 0.10 0.20 -2.12  -0.1661
C -1.14 -0.24 -2.68  -0.1284
H 0.40 1.40 1.35  0.0255
H 2.08 0.65 1.63  0.0888
H 1.88 2.49 0.85  0.1279
H 2.15 0.81 -0.94  0.0997
H 1.02 0.39 -2.57  0.1455
H -0.91 -1.22 -3.35  0.1104
H -1.48 0.50 -3.50  0.0765
H -2.00 -0.27 -1.99  0.0725
C -1.53 -0.60 2.26  -0.1107
N -0.63 -1.56 1.75  -0.0310
C 0.43 -1.77 1.25  -0.8292
S 1.85 -2.34 0.93  0.6743
H -2.52 -1.18 2.61  0.1243
H -0.93 -0.21 3.23  0.1319
H -1.63 0.09 1.45  0.0453

Record 4
Below is an isolated molecule of C5H11N3Si at a distorted geometry, with properties calculated with ωB97M-V/def2-TZVPD.

Total charge: 0
Strongest force on any atom: 0.09859 hartree/bohr
Structure (SMILES): C[Si](C)(C)c1cn[nH]n1
Energy relative to the best compared isomer or geometry (same formula, charge and spin): 210.3 kJ/mol
Calculated total energy: -650.83665 Ha

Last column: Löwdin charge in e.
Atoms and positions in Å:
C 1.34 -1.54 0.65  -0.1727
Si 0.18 -0.19 0.00  0.5529
C -0.87 -0.90 -1.41  -0.1821
C -1.20 0.19 1.34  -0.1881
C 0.88 1.41 -0.51  -0.3001
C 2.05 2.23 0.03  -0.1271
N 2.09 3.37 -0.57  0.0365
N 0.94 3.41 -1.26  -0.0843
N 0.29 2.30 -1.24  0.0216
H 0.89 -2.43 0.80  -0.0239
H 2.19 -1.65 -0.09  0.0587
H 1.84 -1.30 1.57  0.0232
H -1.90 -0.53 -1.39  0.0240
H -0.53 -0.66 -2.35  -0.0167
H -0.91 -2.02 -1.15  0.0612
H -1.28 -0.70 2.08  0.0501
H -0.85 1.12 1.88  0.0354
H -2.17 0.13 0.89  -0.0063
H 2.94 2.01 0.51  0.0708
H 0.80 4.19 -1.92  0.1668

Record 5
Below is the ion C5H11N4 with charge +1 at a distorted geometry, with properties calculated with ωB97M-V/def2-TZVPD.

Total charge: +1
Strongest force on any atom: 0.08927 hartree/bohr
Structure (SMILES): C[N+](C)(C)c1ncn[nH]1
Energy relative to the best compared isomer or geometry (same formula, charge and spin): 294.6 kJ/mol
Calculated total energy: -415.81102 Ha

Last column: Löwdin charge in e.
Atoms and positions in Å:
C -1.04 -1.43 -0.18  0.0552
N -0.55 0.00 0.01  -0.2836
C -1.05 0.96 -1.04  0.0345
C -1.21 0.43 1.22  -0.0132
C 0.84 -0.03 0.01  -0.3958
N 1.52 0.97 0.59  0.1599
C 2.83 0.68 0.35  -0.1606
N 2.93 -0.39 -0.36  0.0888
N 1.65 -0.82 -0.70  0.1261
H -2.02 -1.61 0.05  0.0883
H -0.83 -1.90 -1.14  0.1254
H -0.56 -1.95 0.57  0.0898
H -2.11 0.89 -1.11  0.0957
H -0.88 2.10 -0.71  0.1751
H -0.46 0.89 -1.93  0.1013
H -2.26 0.92 1.04  0.1657
H -1.33 -0.40 1.85  0.0885
H -0.52 1.21 1.71  0.1386
H 3.60 1.25 0.83  0.1285
H 1.44 -1.77 -1.08  0.1917

Record 6
Below is the ion C5H11N4 with charge +1 at a distorted geometry, with properties calculated with ωB97M-V/def2-TZVPD.

Total charge: +1
Strongest force on any atom: 0.14113 hartree/bohr
Energy relative to the best compared isomer or geometry (same formula, charge and spin): 452.3 kJ/mol
Calculated total energy: -415.75093 Ha

Last column: Löwdin charge in e.
Atoms and positions in Å:
C 1.54 0.67 -0.38  -0.1451
C 0.38 1.44 0.35  -0.1832
C 1.76 -0.76 0.22  -0.1370
C -0.98 1.36 -0.28  -0.1737
C -0.44 -1.96 0.34  0.1787
N -3.92 -0.52 -0.23  0.2413
N -2.85 -0.08 -0.13  -0.2140
N 0.70 -1.63 -0.27  0.0349
N -1.71 0.11 0.10  -0.0168
H 1.44 0.70 -1.44  0.1098
H 2.44 1.21 -0.20  0.0968
H 0.28 1.13 1.44  0.1257
H 0.71 2.59 0.59  0.1744
H 2.74 -1.08 -0.04  0.1104
H 1.76 -0.87 1.41  0.1849
H -1.45 2.24 0.05  0.0942
H -1.21 1.38 -1.39  0.1471
H -1.13 -2.61 -0.22  0.1291
H -0.78 -1.53 1.29  0.1124
H 0.72 -1.79 -1.22  0.1298

Record 7
Below is the ion C5H11N4 with charge +1 at a distorted geometry, with properties calculated with ωB97M-V/def2-TZVPD.

Total charge: +1
Spin multiplicity: 3
Strongest force on any atom: 0.09966 hartree/bohr
Energy relative to the best compared isomer or geometry (same formula, charge and spin): 325.7 kJ/mol
Calculated total energy: -415.64997 Ha

Last column: Löwdin charge in e.
Atoms and positions in Å:
C 0.92 0.01 0.03  -0.1916
C -0.30 -0.52 0.54  -0.4135
C 0.83 0.97 -1.14  0.0220
C -0.70 -0.55 1.98  0.0150
C -2.53 0.22 -0.87  0.0205
N -0.85 -1.59 -0.39  0.2358
N 2.02 -0.53 0.43  0.1167
N -1.33 -0.45 -0.41  -0.2074
N 3.22 -0.32 -0.01  0.2327
H 0.16 1.76 -0.87  0.0832
H 1.84 1.38 -1.31  0.0746
H 0.61 0.46 -2.20  0.1659
H 0.08 -0.50 2.64  0.0441
H -1.34 0.35 2.25  0.1160
H -1.43 -1.41 2.19  0.1281
H -2.66 0.13 -1.92  0.0844
H -3.42 -0.25 -0.40  0.1055
H -2.43 1.23 -0.44  0.1050
H 3.40 0.26 -0.75  0.0874
H 3.93 -0.63 0.66  0.1755

Record 8
Below is the ion C5H11N4O with charge +1 at a distorted geometry, with properties calculated with ωB97M-V/def2-TZVPD.

Total charge: +1
Strongest force on any atom: 0.06470 hartree/bohr
Structure (SMILES): NC/N=C\[C@@H]1NC[NH+]=C1O
Energy relative to the best compared isomer or geometry (same formula, charge and spin): 351.5 kJ/mol
Calculated total energy: -491.05310 Ha

Last column: Löwdin charge in e.
Atoms and positions in Å:
N 2.39 -0.12 0.57  -0.0115
C 2.41 1.21 -0.09  -0.2909
N 1.20 1.78 -0.41  0.0519
C 0.02 1.45 -0.19  -0.0859
C -0.60 0.25 0.62  -0.1850
N -0.11 -1.10 0.46  -0.0136
C -0.96 -1.89 -0.44  -0.1400
N -2.12 -1.04 -0.55  0.1493
C -1.96 0.13 0.05  -0.2456
O -2.83 1.10 -0.08  0.1888
H 2.84 -0.97 0.08  0.1201
H 2.60 -0.16 1.55  0.0618
H 3.04 1.13 -0.98  0.1277
H 2.94 1.96 0.54  0.1379
H -0.77 2.17 -0.49  0.1235
H -0.39 0.76 1.58  0.1845
H 0.60 -1.42 1.15  0.1443
H -0.40 -1.95 -1.47  0.1667
H -1.40 -2.89 -0.11  0.1542
H -2.80 -1.29 -1.22  0.1745
H -3.69 0.88 -0.55  0.1871

Record 9
Below is the ion C5H11N4S with charge +1 at a distorted geometry, with properties calculated with ωB97M-V/def2-TZVPD.

Total charge: +1
Strongest force on any atom: 0.05298 hartree/bohr
Energy relative to the best compared isomer or geometry (same formula, charge and spin): 530.9 kJ/mol
Calculated total energy: -813.91156 Ha

Last column: Löwdin charge in e.
Atoms and positions in Å:
C 0.20 0.63 -1.29  -0.1188
C -0.63 1.24 0.97  -0.1723
C -1.51 -0.83 -0.28  -0.2177
C 1.61 0.39 0.64  -0.2013
C -1.03 0.64 -0.39  -0.2489
N 1.23 -0.18 -0.64  -0.0690
N 0.47 0.49 1.54  -0.5521
N -0.51 -1.76 0.13  -0.0628
N 0.71 -1.55 -0.51  0.0093
S 0.21 -0.68 2.62  1.0353
H -0.02 0.20 -2.26  0.1354
H 0.61 1.63 -1.44  0.1398
H -0.32 2.28 0.85  0.1395
H -1.47 1.20 1.67  0.1222
H -2.33 -0.93 0.42  0.1225
H -1.89 -1.13 -1.28  0.1260
H 2.38 -0.23 1.10  0.1250
H 2.01 1.38 0.44  0.1517
H -1.84 1.24 -0.81  0.1532
H 0.69 -1.91 -1.49  0.1980
H 1.42 -2.10 0.00  0.1852

Record 10
Below is the ion C5H11N4S4 with charge +1 at a distorted geometry, with properties calculated with ωB97M-V/def2-TZVPD.

Total charge: +1
Strongest force on any atom: 0.09076 hartree/bohr
Energy relative to the best compared isomer or geometry (same formula, charge and spin): 211.9 kJ/mol
Calculated total energy: -2008.48417 Ha

Last column: Löwdin charge in e.
Atoms and positions in Å:
C -0.85 -0.74 -1.22  -0.2018
C 1.29 -0.43 -0.38  -0.4119
C -0.96 1.52 0.49  -0.6279
C 1.33 0.99 0.19  -0.6179
C -0.52 -1.66 0.92  -0.0286
N -2.17 -0.81 -1.26  -0.2544
N 2.48 -1.08 0.10  -0.3956
N 0.00 -1.10 -0.28  -0.0544
N 0.23 1.92 -0.33  -0.0504
S -2.47 1.79 -0.36  0.5401
S 2.94 1.64 -0.08  0.6592
S -3.21 -0.12 0.03  0.6144
S 3.76 -0.29 -0.57  0.6764
H -0.44 -0.46 -2.16  0.1588
H 1.37 -0.18 -1.36  0.0930
H -0.82 2.08 1.46  0.0720
H 1.17 1.00 1.24  0.0958
H 0.22 -2.17 1.50  0.1056
H -1.00 -0.86 1.59  0.1095
H -1.26 -2.30 0.66  0.0595
H -2.78 -0.97 -2.01  0.0795
H 2.76 -1.22 1.09  0.1093
H 0.09 1.98 -1.28  0.1019
H 0.54 2.91 -0.14  0.1679

Record 11
Below is a cluster of 2 separate species, C5H11N5O2S2 in total at a distorted geometry, with properties calculated with ωB97M-V/def2-TZVPD.

Total charge: 0
Strongest force on any atom: 0.12882 hartree/bohr
Energy relative to the best compared isomer or geometry (same formula, charge and spin): 192.1 kJ/mol
Calculated total energy: -1417.59541 Ha

Last column: Löwdin charge in e.
Atoms and positions in Å:
C -0.85 0.16 -0.51  -0.5207
C -0.27 -1.49 1.06  -0.5207
C -0.28 -3.29 2.76  -0.0608
C 1.81 -2.34 1.65  -0.1316
C -1.32 1.85 -1.71  -0.2330
N -1.87 -0.30 0.11  -0.0744
N -1.57 -1.34 0.92  -0.0054
N -1.77 2.87 -0.87  0.0245
N 0.61 3.41 -3.31  -0.0629
N 0.37 -2.44 1.80  -0.2411
O 1.14 1.01 -2.45  -0.3823
O 1.00 2.92 -0.92  -0.3407
S 0.70 -0.35 -0.04  1.0468
S 0.43 2.24 -2.08  0.6174
H -0.43 -2.93 3.76  0.0856
H -1.16 -3.72 2.16  0.1165
H 0.35 -4.19 2.78  0.0804
H 2.30 -1.24 1.88  0.1265
H 2.18 -3.17 2.28  0.0853
H 2.23 -2.58 0.72  0.0435
H -1.92 1.44 -2.42  0.0728
H -2.61 2.58 -0.37  0.1003
H -1.11 3.40 -0.35  0.0672
H 0.71 4.33 -2.90  0.0598
H 1.33 3.16 -3.95  0.0468

Record 12
Below is the ion C5H11N6O2 with charge +1 at a distorted geometry, with properties calculated with ωB97M-V/def2-TZVPD.

Total charge: +1
Spin multiplicity: 3
Strongest force on any atom: 0.17661 hartree/bohr
Energy relative to the best compared isomer or geometry (same formula, charge and spin): 0.0 kJ/mol
Calculated total energy: -675.58665 Ha

Last column: Löwdin charge in e.
Atoms and positions in Å:
C 0.11 -0.29 1.66  -0.0683
C -1.94 -0.64 0.26  -0.1544
C -0.76 0.31 -1.76  -0.1087
C -0.73 1.48 0.42  -0.0779
C 1.15 0.31 -0.40  -0.2879
N 3.33 -0.63 -0.02  0.0373
N 2.58 0.38 -0.09  -0.2619
N -0.75 -1.31 0.84  0.0118
N 0.60 0.05 -1.49  0.1781
N 0.44 0.79 0.73  -0.0555
N -1.61 0.55 -0.50  -0.0326
O 2.58 -1.73 -0.11  0.0017
O 3.06 1.54 0.06  0.1462
H -0.58 0.19 2.40  0.1460
H 1.02 -0.78 1.96  0.1243
H -2.30 -1.36 -0.41  0.1223
H -2.61 -0.42 1.05  0.1316
H -0.74 1.21 -2.33  0.1280
H -1.26 -0.43 -2.47  0.1675
H -1.37 1.72 1.23  0.1216
H -0.58 2.52 -0.14  0.2004
H -0.15 -1.92 0.23  0.1224
H 3.08 -2.54 -0.43  0.1780
H -2.58 0.99 -0.68  0.2300